(1)
# C5H4IO3

A gas-phase ion, C5H4IO3 (charge -1) (ωB97M-V with the def2-TZVPD basis set, OMol25).

Each line ends with the natural charge from an NBO analysis.
Cartesian coordinates (Å):
C (0.298, 0.615, 0.553)  -0.66
O (0.242, -3.376, 1.041)  -0.71
H (0.402, 0.187, 1.577)  0.24
O (0.730, -0.014, -1.768)  -0.49
C (0.522, -1.336, -1.131)  0.27
C (-0.562, -3.257, 0.109)  0.74
C (1.028, -0.218, -0.407)  0.11
H (-0.570, -2.687, -2.246)  0.20
O (-1.741, -3.539, 0.085)  -0.65
H (0.543, 1.660, 0.578)  0.21
C (-0.186, -2.454, -1.200)  -0.36
H (-0.684, 0.625, 0.276)  0.21
I (3.114, -0.228, 0.071)  -0.11

For the energy, the calculation gives -716.18229 hartree. The gap between HOMO and LUMO (alpha / beta) is 4.365 / 6.257 eV. Its lowest unoccupied orbital energy (alpha / beta) is 2.90 / 1.17 eV. As for the net charge: -1. Its spin multiplicity is 3.



(2)
# C5H4KO

A molecular structure, C5H4KO (ωB97M-V with the def2-TZVPD basis set, OMol25).

Each line ends with the natural charge from an NBO analysis.
Cartesian coordinates (Å):
C (-0.402, -1.012, -0.350)  0.19
C (0.749, -0.585, 0.542)  -0.66
C (2.866, 0.150, -1.000)  -0.40
C (-0.665, 1.288, 0.316)  -0.58
H (-0.611, 2.083, -0.440)  0.15
K (-2.712, -1.907, -1.860)  0.77
H (0.972, -1.433, 1.205)  0.19
O (-1.153, 0.021, -0.557)  -0.63
H (0.502, 0.318, 1.362)  0.30
C (1.921, -0.223, -0.285)  -0.44
H (-1.467, 1.301, 1.067)  0.12

For the energy, the calculation gives -867.75028 hartree. The gap between HOMO and LUMO (alpha / beta) is 2.395 / 2.514 eV. Its lowest unoccupied orbital energy (alpha / beta) is 1.14 / 0.97 eV. As for the net charge: -1.



(3)
# C5H4N

A gas-phase ion, C5H4N (charge +1) (ωB97M-V with the def2-TZVPD basis set, OMol25).

Each line ends with the Mulliken charge.
Cartesian coordinates (Å):
H (-1.682, 0.372, 1.653)  0.31
C (-0.912, -0.258, -0.026)  0.49
C (3.128, -0.305, -0.664)  0.47
H (4.123, -0.016, -0.709)  0.46
C (1.977, -0.380, -0.419)  -0.73
C (-1.861, 0.648, 0.568)  -0.73
N (-0.750, -1.363, -0.815)  -0.26
C (0.322, -0.689, -0.358)  0.29
H (-2.851, 0.331, 0.075)  0.32
H (-1.495, 1.659, 0.694)  0.37

For the energy, the calculation gives -247.17997 hartree. The gap between HOMO and LUMO is 10.060 eV. Its lowest unoccupied orbital energy is -6.06 eV. As for the net charge: +1. The relative energy (zero: lowest compared OMol25 entry of this formula, charge and spin) comes out at 215.20 kJ/mol.



(4)
# C5H4N

2 unconnected molecules or ions with the total composition C5H4N (ωB97M-V with the def2-TZVPD basis set, OMol25).

Each line ends with the natural charge from an NBO analysis.
Cartesian coordinates (Å):
C (2.299, -0.360, -0.794)  0.44
H (0.292, -1.534, 3.106)  0.04
H (-2.158, -0.456, -0.541)  0.31
H (-0.163, -1.439, 2.489)  -0.04
C (-0.068, -0.249, -0.329)  0.34
C (-1.237, 0.241, -0.558)  -0.22
H (3.261, -0.409, -1.198)  0.29
C (-1.887, 2.712, -0.955)  0.44
C (-1.558, 1.607, -0.752)  -0.34
N (1.218, -0.113, -0.467)  -0.27

For the energy, the calculation gives -247.00669 hartree. The gap between HOMO and LUMO (alpha / beta) is 7.905 / 7.831 eV. Its lowest unoccupied orbital energy (alpha / beta) is -7.11 / -6.94 eV. As for the net charge: +1. The relative energy (zero: lowest compared OMol25 entry of this formula, charge and spin) comes out at 670.14 kJ/mol.



(5)
# C5H4N

A gas-phase ion, C5H4N (charge +1) (ωB97M-V with the def2-TZVPD basis set, OMol25).

Each line ends with the natural charge from an NBO analysis.
Cartesian coordinates (Å):
H (1.145, -1.592, 1.409)  0.36
C (0.192, -1.211, 0.980)  -0.32
H (-0.466, -1.754, 1.530)  0.29
C (-0.094, 0.096, 0.604)  0.41
N (0.263, -1.974, -0.567)  -0.59
H (0.220, 2.526, -1.480)  0.25
C (0.004, 1.106, -0.075)  -0.09
C (-0.320, 2.276, -0.598)  0.04
H (-0.944, 3.137, -0.325)  0.29
C (-0.001, -2.609, -1.478)  0.38

For the energy, the calculation gives -247.14005 hartree. The gap between HOMO and LUMO is 6.320 eV. Its lowest unoccupied orbital energy is -8.58 eV. As for the net charge: +1. The relative energy (zero: lowest compared OMol25 entry of this formula, charge and spin) comes out at 320.01 kJ/mol.



(6)
# C5H4N

A gas-phase ion, C5H4N (charge +1) (ωB97M-V with the def2-TZVPD basis set, OMol25).

Each line ends with the natural charge from an NBO analysis.
Cartesian coordinates (Å):
C (2.011, -0.012, 0.739)  0.35
H (-2.178, 3.178, -1.186)  0.29
C (1.307, -1.379, 0.645)  -0.52
C (-1.202, 1.157, -0.673)  0.06
H (1.163, -2.207, -0.060)  0.35
C (0.735, -0.145, 0.260)  0.20
C (-1.788, 2.204, -0.902)  -0.07
H (1.391, -2.002, 1.575)  0.35
H (-1.025, -0.775, -0.109)  0.44
N (-0.412, -0.018, -0.289)  -0.44

For the energy, the calculation gives -247.08311 hartree. The gap between HOMO and LUMO is 7.034 eV. Its lowest unoccupied orbital energy is -7.98 eV. As for the net charge: +1. The relative energy (zero: lowest compared OMol25 entry of this formula, charge and spin) comes out at 469.49 kJ/mol.